(1)
This record from OMol25 describes C4H7F6IrN3O5S2 as an isolated structure in a non-equilibrium geometry. The level of theory is wB97M-V/def2-TZVPD.

Each line ends with the Löwdin charge.
Geometry (Å):
1 Ir -0.500162 -0.295557 -0.474907  1.262
2 F 4.372867 1.288959 -1.192104  0.192
3 C 3.900637 0.348763 -0.402434  -0.687
4 F 4.331437 0.525945 0.831268  0.186
5 F 4.264135 -0.841749 -0.840381  0.185
6 S 2.038086 0.432600 -0.380294  0.612
7 O 1.584782 -0.538802 0.618733  -0.337
8 O 1.490547 0.109680 -1.688036  -0.326
9 N 1.799370 1.909533 0.069151  -0.271
10 S 0.432727 2.648574 -0.103628  0.656
11 O 0.523585 4.010481 -0.447959  -0.180
12 O -0.548904 1.840023 -0.871870  -0.423
13 C -0.349056 2.556942 1.605071  -0.658
14 F -0.668090 1.253310 1.826000  0.062
15 F 0.404190 2.959912 2.593667  0.204
16 F -1.491751 3.224124 1.575832  0.168
17 N -3.636540 -1.003497 -1.216013  0.000
18 N -2.832722 0.064816 -0.783707  -0.074
19 H -3.331848 -1.386182 -2.099064  0.097
20 H -3.739387 -1.714869 -0.508795  0.090
21 H -3.244855 0.475765 0.048235  0.123
22 H -2.768876 0.779471 -1.503595  0.110
23 C -0.191696 -3.309793 0.944145  -0.004
24 C -0.887233 -2.349239 0.059995  -0.329
25 O -0.984642 -2.430334 -1.141863  0.034
26 H -0.139402 -4.293652 0.479773  0.110
27 H -0.644540 -3.357620 1.932229  0.103
28 H 0.817331 -2.907597 1.070539  0.097

Atomic forces in eV per Å
Ir -4.30 -2.38 -0.23
F -0.15 -0.01 -0.03
C 0.22 0.12 0.03
F -0.10 0.02 0.03
F -0.24 -0.04 -0.03
S 0.73 0.50 0.16
O -0.31 -0.14 -0.13
O 0.42 -0.08 -0.38
N 0.18 0.05 -0.14
S 0.10 0.39 1.22
O 0.10 0.15 -0.16
O -0.06 -1.01 0.20
C -0.41 -0.51 -0.07
F 0.23 0.14 0.03
F 0.25 0.24 -0.25
F 0.14 0.24 -0.09
N -0.93 0.20 -0.28
N 2.80 -0.69 0.21
H 0.24 0.00 0.09
H 0.19 0.01 0.03
H 0.04 0.07 -0.04
H -0.35 0.03 0.01
C -0.58 -0.28 0.75
C 2.28 2.02 -1.34
O -0.29 0.80 0.48
H -0.13 0.05 -0.02
H 0.01 -0.03 0.01
H -0.06 0.15 -0.06

E_LUMO (spin up / spin down) (eV): -5.901 / -5.700
Orbital gap (spin up / spin down) (eV): 7.7 / 7.6
Relative energy (zero: lowest compared OMol25 entry of this formula, charge and spin) (kJ/mol): 338.38
E (Eh): -2196.5387
HOMO energy (spin up / spin down) (eV): -13.63 / -13.28
Total charge: +1
F_max (eV/A): 4.92

(2)
This record from OMol25 describes C33H36MoN2O2PSSbSe4 as an isolated structure in a non-equilibrium geometry. The level of theory is wB97M-V/def2-TZVPD.

Each line ends with the Löwdin charge.
Geometry (Å):
1 Mo 0.035911 -0.000459 -0.682260  0.751
2 C 0.310975 0.255129 -4.028789  -0.090
3 C -0.473174 -1.037483 -4.262609  -0.374
4 C -1.136939 -0.984015 -5.638339  -0.068
5 C -1.471224 -1.274284 -3.146932  -0.249
6 C -1.112968 -2.100993 -2.064880  -0.115
7 C -2.051145 -2.436360 -1.086301  -0.074
8 C -3.347189 -1.918942 -1.126152  -0.317
9 C -4.355196 -2.303104 -0.091037  -0.056
10 C -3.673960 -1.047357 -2.162836  -0.063
11 C -2.759008 -0.745755 -3.162980  -0.068
12 H 1.028330 0.425698 -4.830380  0.087
13 H 0.883021 0.203505 -3.089180  0.015
14 H -0.372958 1.108817 -4.001615  0.052
15 H 0.240250 -1.872382 -4.257357  0.142
16 H -1.713073 -0.068659 -5.760704  0.076
17 H -1.803440 -1.832769 -5.767805  0.086
18 H -0.376521 -1.009923 -6.417757  0.080
19 H -0.171564 -2.649164 -2.098317  0.115
20 H -1.784312 -3.146006 -0.309817  0.109
21 H -4.367744 -3.383830 0.043308  0.085
22 H -5.347612 -1.956916 -0.368179  0.052
23 H -4.107479 -1.843257 0.870177  0.057
24 H -4.667717 -0.620379 -2.200985  0.070
25 H -3.078760 -0.101901 -3.970575  0.117
26 Se -6.007394 1.068145 -0.145078  -0.202
27 Sb -4.065929 2.022734 0.984481  0.044
28 Se -1.976006 0.622934 0.328635  0.011
29 Se -1.570145 1.896352 -1.462969  0.180
30 Se -4.343921 0.877117 3.152104  -0.315
31 O 3.493652 -1.607657 -1.729854  0.103
32 C 2.705107 -1.404272 -0.821793  -0.603
33 O 1.455541 -1.156765 -1.027543  -0.350
34 C 3.152049 -1.397123 0.608649  -0.146
35 C 4.493312 -1.693879 0.841850  -0.003
36 C 5.025868 -1.611813 2.112158  -0.052
37 C 4.226160 -1.196208 3.167955  -0.053
38 C 2.891948 -0.909245 2.956254  -0.054
39 C 2.333921 -1.026085 1.683878  -0.270
40 P 0.563622 -0.686651 1.513205  0.945
41 C 0.190510 0.422311 2.902374  -0.384
42 C 0.260480 1.792762 2.669674  -0.120
43 C -0.040380 2.690164 3.677053  -0.063
44 C -0.411593 2.222858 4.926784  -0.062
45 C -0.477666 0.860792 5.166410  -0.059
46 C -0.176226 -0.041539 4.163463  -0.092
47 C -0.269582 -2.221738 2.004442  -0.345
48 C 0.332932 -3.470798 1.868045  -0.074
49 C -0.396663 -4.615405 2.145642  -0.076
50 C -1.717184 -4.523494 2.559018  -0.068
51 C -2.317101 -3.280187 2.703797  -0.065
52 C -1.603289 -2.134138 2.413252  -0.136
53 H 5.099644 -1.997851 0.002097  0.123
54 H 6.062712 -1.857401 2.284345  0.109
55 H 4.638573 -1.100720 4.161583  0.110
56 H 2.270636 -0.580238 3.779508  0.101
57 H 0.547773 2.141756 1.678284  0.054
58 H 0.004972 3.751986 3.487226  0.105
59 H -0.656487 2.920908 5.712583  0.109
60 H -0.782854 0.499426 6.135228  0.111
61 H -0.244665 -1.104027 4.349883  0.113
62 H 1.368422 -3.539311 1.556534  0.107
63 H 0.074007 -5.582884 2.056173  0.105
64 H -2.278720 -5.420918 2.775902  0.107
65 H -3.334401 -3.191026 3.057624  0.118
66 H -2.086582 -1.164780 2.530770  0.039
67 C 3.458309 3.680932 -2.707967  -0.048
68 N 2.329012 4.043845 -1.905443  -0.162
69 C 1.934984 5.432086 -1.746985  -0.098
70 C 0.749700 5.347054 -0.773879  -0.113
71 N 0.779876 3.958346 -0.348819  0.009
72 C 1.656645 3.244255 -1.071675  -0.740
73 S 2.011163 1.606464 -0.897330  0.776
74 H 3.466524 4.302648 -3.603524  0.097
75 H 3.382148 2.630429 -2.993317  0.071
76 H 4.395114 3.828611 -2.158856  0.103
77 H 1.652722 5.851024 -2.718153  0.130
78 H 2.771407 6.014787 -1.343896  0.130
79 H -0.200978 5.575694 -1.264863  0.126
80 H 0.869307 6.000424 0.092925  0.123
81 H -0.017489 3.550098 0.124458  0.074

Atomic forces in eV per Å
Mo -0.41 1.48 -0.29
C -0.05 -0.07 0.13
C 0.02 0.17 -0.11
C 0.10 -0.15 0.16
C -0.12 -0.12 -0.06
C -0.03 -0.20 -0.04
C -0.07 0.02 0.04
C 0.07 -0.01 -0.16
C -0.01 0.09 0.10
C 0.09 -0.32 0.01
C 0.28 -0.17 0.00
H 0.14 -0.04 -0.04
H -0.06 0.17 -0.26
H 0.11 -0.07 0.09
H -0.11 0.09 0.05
H -0.07 0.06 -0.03
H -0.08 -0.06 -0.13
H 0.00 0.02 -0.06
H -0.13 0.20 0.02
H 0.03 0.01 0.01
H -0.01 -0.10 0.06
H -0.02 -0.01 0.06
H -0.11 0.04 0.03
H -0.01 0.04 0.05
H 0.06 0.05 -0.04
Se 0.63 0.44 -0.30
Sb -3.24 0.65 1.74
Se 0.62 -1.86 0.37
Se 0.46 0.90 -1.31
Se 0.64 0.31 -0.27
O -0.81 0.09 0.67
C 2.51 -0.70 -0.45
O -0.28 -1.03 -0.82
C 0.13 0.16 0.27
C -0.08 -0.10 -0.11
C -0.07 0.05 0.15
C 0.10 -0.07 0.01
C -0.09 -0.06 -0.07
C 0.23 -0.05 -0.09
P -0.36 -0.08 0.74
C -0.06 0.16 -0.19
C 0.07 0.01 -0.21
C 0.08 0.04 -0.03
C 0.01 -0.02 0.01
C 0.01 0.05 0.09
C 0.06 -0.02 -0.19
C -0.04 -0.11 -0.21
C -0.01 0.30 0.01
C 0.01 -0.11 0.02
C 0.00 0.01 0.02
C -0.02 -0.07 0.06
C 0.11 0.21 -0.07
H 0.03 0.05 -0.07
H 0.10 0.00 -0.02
H 0.05 0.00 0.07
H 0.11 -0.06 -0.01
H -0.02 -0.03 0.26
H 0.00 0.10 -0.02
H -0.07 0.05 0.06
H -0.04 -0.05 0.11
H -0.01 0.00 0.07
H 0.01 -0.06 0.00
H 0.03 -0.09 -0.05
H -0.01 -0.06 0.03
H -0.08 -0.01 -0.06
H -0.08 -0.07 0.07
C 0.39 -0.27 -0.17
N -0.45 -0.12 0.27
C 0.03 0.32 -0.01
C -0.25 0.30 0.05
N 0.31 0.00 -0.01
C -0.39 0.40 0.26
S -0.04 -0.48 0.20
H 0.01 -0.05 0.02
H 0.02 0.12 0.01
H -0.05 0.00 -0.09
H 0.07 0.00 0.15
H -0.11 -0.03 -0.03
H 0.09 0.00 0.05
H -0.04 0.03 -0.17
H 0.19 -0.21 -0.33

E_LUMO (spin up / spin down) (eV): -1.792 / -1.926
Orbital gap (spin up / spin down) (eV): 4.1 / 3.9
E (Eh): -12192.8348
HOMO energy (spin up / spin down) (eV): -5.86 / -5.85
F_max (eV/A): 3.73

(3)
This record from OMol25 describes one molecule with the formula C5H9N3 in a non-equilibrium geometry. The level of theory is wB97M-V/def2-TZVPD.

Each line ends with the Löwdin charge.
Geometry (Å):
1 C -0.001941 0.512000 -0.049379  -0.359
2 C 0.340489 -0.885994 -0.106660  -0.394
3 N -0.051137 1.460706 -1.040836  0.135
4 N 2.430119 0.636384 0.455897  0.074
5 C 1.160427 0.125041 0.811041  -0.225
6 C -1.235923 -0.391886 0.788716  -0.083
7 C -2.445481 -0.585486 0.265403  0.031
8 N 0.561135 -1.913264 -0.850106  0.090
9 H -0.213428 2.411226 -0.737106  0.096
10 H -0.560512 1.217094 -1.879706  0.096
11 H 0.289109 -1.766357 -1.823711  0.022
12 H 2.551833 0.664781 -0.551057  0.085
13 H 3.187301 0.111919 0.878632  0.084
14 H 1.021724 0.008916 1.879653  0.120
15 H -1.099628 -0.371290 1.870070  0.100
16 H -2.611902 -0.572949 -0.803206  0.068
17 H -3.322185 -0.660840 0.892355  0.060

Atomic forces in eV per Å
C -1.20 -2.72 0.29
C 2.59 0.83 -1.34
N -0.34 0.61 -0.09
N -0.09 -0.36 -0.26
C -0.99 -1.10 0.52
C -0.15 2.45 0.61
C 0.43 0.35 -0.15
N 0.28 0.11 0.27
H -0.14 -0.07 -0.09
H 0.11 0.01 0.15
H -0.40 0.01 0.13
H 0.05 -0.01 0.09
H -0.11 0.02 -0.10
H -0.02 0.37 0.12
H -0.06 -0.10 -0.11
H 0.00 0.10 -0.12
H 0.06 -0.50 0.08

E_LUMO (eV): 0.335
Orbital gap (eV): 8.2
Relative energy (zero: lowest compared OMol25 entry of this formula, charge and spin) (kJ/mol): 500.45
E (Eh): -360.0067
HOMO energy (eV): -7.89
F_max (eV/A): 3.03